(1)
Density functional theory data (the ωB97M-V functional and the def2-TZVPD basis) for C56H41AsClIN2OPPt as an isolated structure in a non-equilibrium geometry.

Geometry as ORCA input:
```
! wB97M-V def2-TZVPD RIJCOSX def2/J DEFGRID3
* xyz 3 5
Pt -0.359 -0.224 -0.229
Cl 0.616 -3.368 6.294
C 0.939 -2.465 4.874
C 2.045 -2.784 4.086
C 2.342 -2.044 2.953
C 1.509 -0.989 2.593
O 1.808 -0.182 1.503
C 0.343 -0.702 3.327
C -0.597 0.335 2.971
N -0.961 0.676 1.778
C -1.907 1.675 1.580
C -2.827 2.086 2.536
C -3.664 3.177 2.301
C -3.623 3.858 1.111
C -2.773 3.417 0.076
C -2.753 4.009 -1.202
C -1.898 3.519 -2.160
C -1.090 2.419 -1.853
N -1.108 1.829 -0.672
C -1.915 2.306 0.304
C 0.098 -1.430 4.496
H 2.670 -3.618 4.364
H 3.261 -2.223 1.047
H -1.042 0.842 3.827
H -2.928 1.554 3.469
H -4.354 3.481 3.072
H -4.254 4.715 0.936
H -3.418 4.832 -1.413
H -1.845 3.962 -3.142
H -0.414 2.014 -2.596
H -0.763 -1.192 5.099
I 0.865 -2.319 -1.028
C 3.557 -2.386 2.096
C 3.914 -3.822 2.270
C 5.061 -4.218 2.883
C 6.021 -3.293 3.302
C 5.865 -1.911 3.047
C 6.898 -0.993 3.333
C 6.773 0.346 3.030
C 5.602 0.815 2.448
C 4.566 -0.078 2.163
P 3.193 0.602 1.222
C 3.412 0.358 -0.543
C 4.465 -0.395 -1.047
C 4.565 -0.589 -2.415
C 3.621 -0.031 -3.263
C 2.574 0.727 -2.756
C 2.460 0.924 -1.392
C 2.804 2.324 1.582
C 3.227 3.323 0.708
C 2.871 4.638 0.952
C 2.094 4.954 2.057
C 1.702 3.961 2.943
C 2.056 2.645 2.714
C 4.680 -1.440 2.437
H 3.191 -4.539 1.920
H 5.256 -5.267 3.040
H 6.923 -3.629 3.788
H 7.805 -1.368 3.783
H 7.584 1.029 3.228
H 5.489 1.861 2.201
H 5.200 -0.824 -0.381
H 5.379 -1.169 -2.817
H 3.708 -0.183 -4.327
H 1.862 1.172 -3.433
H 1.669 1.537 -0.969
H 3.827 3.073 -0.156
H 3.202 5.421 0.288
H 1.797 5.977 2.233
H 1.132 4.221 3.822
H 1.759 1.869 3.406
C -7.368 -0.722 -1.962
C -6.863 -1.825 -1.293
C -5.500 -1.943 -1.074
C -4.639 -0.962 -1.554
C -5.148 0.168 -2.185
C -6.512 0.280 -2.398
As -2.700 -1.259 -1.371
C -2.600 -2.984 -0.490
C -3.015 -4.181 -1.066
C -2.882 -5.363 -0.358
C -2.345 -5.360 0.924
C -1.958 -4.167 1.516
C -2.091 -2.987 0.812
C -2.116 -1.447 -3.230
C -1.614 -2.636 -3.752
C -1.139 -2.666 -5.052
C -1.147 -1.517 -5.826
C -1.631 -0.325 -5.304
C -2.121 -0.292 -4.012
H -8.431 -0.635 -2.132
H -7.524 -2.601 -0.936
H -5.121 -2.805 -0.541
H -4.490 0.964 -2.512
H -6.906 1.148 -2.906
H -3.449 -4.191 -2.061
H -3.191 -6.294 -0.811
H -2.231 -6.287 1.462
H -1.554 -4.157 2.517
H -1.798 -2.038 1.267
H -1.588 -3.540 -3.154
H -0.762 -3.591 -5.459
H -0.778 -1.550 -6.839
H -1.620 0.572 -5.905
H -2.504 0.635 -3.598
*
```

The expectation value of S² is 6.058.

Mulliken atomic charge list, values in e, 5 entries:
1. Pt 2.833
2. Cl -0.155
3. C -0.757
4. C -0.656
5. C 0.777

(2)
Density functional theory data (the ωB97M-V functional and the def2-TZVPD basis) for C56H42NOP2PdS as an isolated structure in a non-equilibrium geometry.

Geometry as ORCA input:
```
! wB97M-V def2-TZVPD RIJCOSX def2/J DEFGRID3
* xyz 3 1
Pd -1.019 -0.488 -0.779
O -2.145 -0.188 1.752
S -0.694 -0.114 1.566
C -0.132 1.345 2.453
C 0.587 1.198 3.624
C 0.811 2.270 4.494
C 0.281 3.499 4.170
C 0.278 4.805 4.902
C -0.483 5.784 3.976
C -0.843 4.975 2.767
C -1.496 5.305 1.603
C -1.673 4.310 0.636
C -1.232 3.001 0.800
P -1.449 1.930 -0.638
C -0.345 2.494 -1.952
C -0.336 1.709 -3.113
C 0.466 2.059 -4.184
C 1.279 3.183 -4.094
C 1.290 3.947 -2.936
C 0.481 3.607 -1.861
C -3.156 2.219 -1.174
C -3.489 2.603 -2.473
C -4.823 2.794 -2.803
C -5.819 2.590 -1.859
C -5.488 2.184 -0.571
C -4.160 2.001 -0.226
C -0.594 2.617 2.008
C -0.395 3.651 2.941
C 0.062 -1.473 2.417
C -0.550 -1.911 3.578
C 0.058 -2.847 4.423
C 1.318 -3.302 4.094
C 2.262 -4.228 4.802
C 3.514 -4.301 3.893
C 3.184 -3.447 2.706
C 3.882 -3.147 1.558
C 3.254 -2.360 0.586
C 1.982 -1.816 0.744
P 1.274 -1.052 -0.741
C 1.333 -2.272 -2.061
C 1.069 -1.797 -3.355
C 1.061 -2.677 -4.422
C 1.284 -4.032 -4.201
C 1.507 -4.507 -2.913
C 1.522 -3.636 -1.836
C 2.457 0.270 -1.107
C 3.369 0.175 -2.157
C 4.360 1.137 -2.287
C 4.440 2.185 -1.381
C 3.523 2.285 -0.342
C 2.527 1.337 -0.208
C 1.292 -2.014 1.964
C 1.907 -2.883 2.884
H 0.956 0.223 3.911
H 1.367 2.111 5.408
H 1.296 5.141 5.109
H -0.207 4.698 5.874
H 0.125 6.648 3.701
H -1.377 6.190 4.451
H -1.855 6.310 1.424
H -2.176 4.575 -0.288
H -0.991 0.841 -3.174
H 0.454 1.471 -5.093
H 1.901 3.464 -4.934
H 1.932 4.815 -2.873
H 0.489 4.212 -0.963
H -2.722 2.778 -3.215
H -5.088 3.114 -3.802
H -6.854 2.751 -2.127
H -6.266 2.016 0.162
H -3.896 1.678 0.776
H -1.509 -1.484 3.848
H -0.443 -3.168 5.326
H 1.805 -5.208 4.947
H 2.500 -3.856 5.800
H 3.749 -5.322 3.589
H 4.408 -3.930 4.398
H 4.878 -3.532 1.383
H 3.781 -2.178 -0.345
H 0.904 -0.736 -3.511
H 0.887 -2.313 -5.426
H 1.286 -4.721 -5.035
H 1.674 -5.564 -2.749
H 1.699 -4.009 -0.836
H 3.329 -0.653 -2.851
H 5.081 1.054 -3.089
H 5.224 2.924 -1.482
H 3.597 3.099 0.368
H 1.811 1.406 0.607
C -3.029 -1.005 -1.470
C -2.551 -2.337 -1.556
C -2.342 -2.958 -2.824
C -2.292 -4.320 -2.928
C -2.406 -5.118 -1.774
C -2.474 -4.528 -0.501
C -2.537 -3.165 -0.390
C -2.516 -6.531 -1.901
N -2.651 -7.668 -2.004
H -3.566 -0.710 -0.575
H -3.300 -0.488 -2.385
H -2.297 -2.340 -3.713
H -2.200 -4.799 -3.894
H -2.523 -5.159 0.376
H -2.660 -2.695 0.580
*
```

Mulliken atomic charge list, values in e, 5 entries:
1. Pd -1.230
2. O -0.680
3. S 2.571
4. C 0.004
5. C 0.184

(3)
Density functional theory data (the ωB97M-V functional and the def2-TZVPD basis) for C56H44I2N3O2P2SSr as an isolated structure.

Geometry as ORCA input:
```
! wB97M-V def2-TZVPD RIJCOSX def2/J DEFGRID3
* xyz 1 1
Sr 0.798 0.189 -0.732
I 7.343 -3.493 -2.236
C 5.426 -2.682 -2.329
C 5.133 -1.693 -3.256
C 3.865 -1.137 -3.283
I 3.437 0.421 -4.596
C 2.845 -1.540 -2.401
O 1.658 -1.007 -2.415
C 3.192 -2.515 -1.428
C 2.199 -2.904 -0.364
N 1.810 -1.796 0.544
C 2.929 -1.226 1.310
C 3.807 -0.281 0.514
C 5.176 -0.481 0.423
C 5.944 0.403 -0.316
C 5.326 1.478 -0.933
C 3.960 1.622 -0.780
N 3.215 0.771 -0.071
C 4.455 -3.084 -1.423
H 5.888 -1.348 -3.948
H 1.279 -3.277 -0.820
H 2.644 -3.718 0.221
H 1.114 -2.151 1.198
H 2.503 -0.665 2.148
H 3.570 -2.011 1.730
H 5.629 -1.341 0.899
H 7.009 0.242 -0.420
H 5.882 2.185 -1.532
H 3.438 2.452 -1.244
H 4.696 -3.834 -0.678
O -2.306 1.951 -0.490
C -2.752 2.618 0.639
C -4.102 2.887 0.828
C -4.511 3.551 1.970
C -3.584 3.940 2.930
C -2.250 3.624 2.753
C -1.811 2.950 1.612
P -0.103 2.348 1.443
C 0.408 1.951 3.141
C 0.329 0.606 3.503
C 0.659 0.194 4.786
C 1.084 1.127 5.720
C 1.177 2.468 5.368
C 0.838 2.880 4.088
C 0.873 3.804 0.945
C 0.303 4.729 0.068
C 1.063 5.764 -0.455
C 2.402 5.887 -0.110
C 2.979 4.966 0.752
C 2.223 3.925 1.272
C -2.822 2.279 -1.734
C -3.283 3.550 -2.043
C -3.776 3.801 -3.315
C -3.806 2.797 -4.271
C -3.307 1.542 -3.959
C -2.799 1.264 -2.692
P -1.955 -0.299 -2.289
C -1.714 -1.089 -3.909
C -2.537 -2.093 -4.411
C -2.263 -2.665 -5.647
C -1.171 -2.238 -6.387
C -0.344 -1.239 -5.889
C -0.610 -0.674 -4.654
C -3.197 -1.331 -1.452
C -4.489 -0.899 -1.172
C -5.369 -1.726 -0.485
C -4.969 -2.992 -0.085
C -3.680 -3.432 -0.364
C -2.795 -2.600 -1.030
H -4.819 2.584 0.078
H -5.563 3.763 2.113
H -3.905 4.467 3.818
H -1.534 3.883 3.522
H 0.009 -0.136 2.779
H 0.587 -0.854 5.049
H 1.349 0.813 6.721
H 1.512 3.196 6.095
H 0.918 3.928 3.825
H -0.744 4.646 -0.199
H 0.606 6.478 -1.128
H 2.993 6.700 -0.511
H 4.023 5.056 1.023
H 2.693 3.203 1.929
H -3.264 4.335 -1.300
H -4.137 4.792 -3.555
H -4.201 2.992 -5.258
H -3.294 0.766 -4.714
H -3.399 -2.430 -3.849
H -2.909 -3.445 -6.029
H -0.957 -2.689 -7.347
H 0.522 -0.915 -6.451
H 0.068 0.075 -4.261
H -4.813 0.083 -1.497
H -6.373 -1.382 -0.272
H -5.660 -3.639 0.439
H -3.363 -4.419 -0.055
H -1.787 -2.946 -1.238
S -2.987 -3.389 3.294
C -2.001 -2.368 2.316
N -0.733 -2.610 2.309
C -0.448 -3.694 3.134
C 0.824 -4.222 3.366
C 0.949 -5.299 4.216
C -0.174 -5.857 4.842
C -1.436 -5.346 4.627
C -1.563 -4.257 3.766
H -2.460 -1.575 1.738
H 1.691 -3.787 2.884
H 1.926 -5.722 4.407
H -0.047 -6.702 5.504
H -2.299 -5.779 5.114
*
```

Mulliken atomic charge list, values in e, 5 entries:
1. Sr 1.720
2. I 0.087
3. C -0.737
4. C -0.301
5. C -0.119

(4)
Density functional theory data (the ωB97M-V functional and the def2-TZVPD basis) for C56H46BN14O7PRbS as an isolated structure in a non-equilibrium geometry.

Geometry as ORCA input:
```
! wB97M-V def2-TZVPD RIJCOSX def2/J DEFGRID3
* xyz -2 2
Rb 0.086 0.560 -0.034
C -3.627 -1.503 -0.146
C -3.493 -0.487 -1.098
N -2.588 -0.800 -2.005
N -2.095 -2.004 -1.656
C -2.721 -2.455 -0.552
B -1.074 -2.754 -2.524
N -0.003 -1.796 -3.058
C 1.090 -2.175 -3.735
C 1.765 -1.043 -4.118
C 0.967 -0.005 -3.618
N -0.091 -0.471 -2.989
N -0.431 -3.873 -1.688
C -0.183 -5.159 -1.979
C 0.409 -5.741 -0.884
C 0.489 -4.700 0.046
N 0.006 -3.579 -0.450
N -1.812 -3.332 -3.775
C -2.468 -2.529 -4.625
C -2.985 -3.303 -5.640
C -2.570 -4.594 -5.309
N -1.865 -4.602 -4.192
H -4.246 -1.509 0.728
H -3.992 0.467 -1.141
H -2.455 -3.394 -0.112
H 1.317 -3.212 -3.882
H 2.700 -0.979 -4.632
H 1.147 1.050 -3.649
H -0.495 -5.564 -2.919
H 0.722 -6.758 -0.772
H 0.891 -4.715 1.038
H -2.524 -1.481 -4.430
H -3.572 -2.982 -6.478
H -2.754 -5.519 -5.829
C -2.473 -1.227 4.911
C -1.616 -0.385 3.996
N -2.025 0.399 3.045
N -3.334 0.518 2.712
C -3.585 1.592 1.942
O -2.839 2.503 1.618
C -5.041 1.689 1.528
C -6.022 0.824 2.006
C -7.336 0.950 1.589
C -7.690 1.941 0.687
C -6.721 2.810 0.211
C -5.410 2.688 0.637
C -0.178 -0.351 4.233
C 0.425 -1.057 5.285
C 1.775 -0.903 5.518
C 2.509 -0.055 4.700
C 1.827 0.565 3.660
N 0.543 0.422 3.421
H -3.511 -1.081 4.643
H -2.331 -0.948 5.959
H -2.234 -2.289 4.823
H -5.726 0.048 2.693
H -8.087 0.268 1.963
H -8.718 2.034 0.355
H -6.988 3.583 -0.495
H -4.639 3.363 0.301
H -0.169 -1.699 5.918
H 2.252 -1.444 6.325
H 3.568 0.091 4.827
H 2.354 1.209 2.978
O -3.682 8.307 -1.667
N -3.074 7.713 -0.771
O -2.736 8.223 0.308
C -2.753 6.302 -0.997
C -3.320 5.745 -2.098
C -3.102 4.375 -2.417
C -3.661 3.766 -3.555
C -3.391 2.445 -3.794
C -2.562 1.751 -2.893
N -2.042 2.298 -1.828
C -2.303 3.589 -1.572
C -1.725 4.193 -0.377
N -1.001 3.382 0.396
C -0.402 3.871 1.449
C -0.482 5.226 1.798
C -1.242 6.072 1.032
C -1.916 5.562 -0.091
H -3.951 6.353 -2.735
H -4.286 4.348 -4.220
H -3.792 1.932 -4.654
H -2.309 0.711 -3.040
H 0.151 3.174 2.057
H 0.050 5.594 2.662
H -1.324 7.121 1.289
C 6.437 2.020 2.353
C 5.317 2.543 1.804
C 4.315 1.717 1.074
C 4.561 0.234 1.152
C 5.721 -0.218 1.713
C 6.672 0.631 2.291
P 3.253 -0.943 0.593
C 3.601 -2.414 1.645
C 4.669 -3.294 1.517
C 4.783 -4.398 2.342
C 3.829 -4.636 3.322
C 2.759 -3.768 3.460
C 2.648 -2.672 2.621
C 4.048 -1.469 -0.978
C 3.797 -2.731 -1.496
C 4.370 -3.135 -2.688
C 5.192 -2.272 -3.393
C 5.426 -0.999 -2.895
C 4.857 -0.601 -1.698
H 7.154 2.662 2.849
H 5.113 3.598 1.835
H 3.313 1.955 1.461
H 5.907 -1.289 1.758
H 7.580 0.215 2.702
H 5.395 -3.143 0.729
H 5.611 -5.082 2.212
H 3.917 -5.504 3.968
H 1.997 -3.946 4.208
H 1.793 -2.015 2.713
H 3.143 -3.412 -0.973
H 4.151 -4.122 -3.069
H 5.634 -2.582 -4.335
H 6.049 -0.304 -3.444
H 5.040 0.397 -1.328
O 4.333 2.254 -0.252
S 2.829 2.387 -0.891
O 2.398 0.996 -0.972
O 2.057 3.136 0.086
O 3.059 3.030 -2.153
*
```

The expectation value of S² is 0.792.

Mulliken atomic charge list, values in e, 5 entries:
1. Rb 0.413
2. C -0.741
3. C -0.429
4. N -0.351
5. N 0.760

| no. | E (a.u.) |
| --- | --- |
| 1 | -5796.7591 |
| 2 | -3497.0242 |
| 3 | -4182.1100 |
| 4 | -4243.4488 |